Density functional theory data (ωB97M-V with the def2-TZVPD basis set) for a structure of composition C33H32BCoF7NO2STe.

```
79
Properties=species:S:1:pos:R:3:forces:R:3
Te 2.496998 0.719644 -3.048395 0.1 -0.1 -0.7
Co 0.768001 -0.087360 -0.692208 0.6 -0.4 0.5
S 0.687908 -1.469704 2.276560 0.0 -0.1 0.0
F 2.212464 -0.707086 -4.370095 0.0 0.3 0.1
F 1.301316 -3.951179 -1.587408 -0.3 -0.3 0.0
F 2.074415 1.776323 -4.640608 0.1 -0.3 0.2
F 2.573397 0.862396 -0.736709 -0.3 -0.1 -0.2
F 3.561119 2.313603 -2.815445 0.0 -0.2 0.1
F 4.198398 -0.058449 -3.076046 -0.1 0.2 0.1
F 3.295316 -3.283446 -2.355648 0.3 -0.1 -0.2
O 1.762193 -1.659130 -1.618743 0.0 1.0 0.0
O 1.193447 -0.388214 1.366821 0.0 -0.1 -0.1
N -4.927451 2.455160 -6.409371 -0.2 0.1 -0.2
C -4.039972 1.053051 -3.343666 0.0 0.0 0.0
C -3.324452 -3.121271 0.852443 0.0 0.0 0.0
C 1.390915 -4.139795 2.466836 0.0 0.0 0.0
C -0.286394 2.853947 0.152294 -0.1 -0.1 0.2
C -3.469865 1.375164 -4.575012 0.0 -0.1 0.1
C -1.142833 2.242006 1.076650 0.1 0.0 0.1
C -3.260577 0.478731 -2.359685 0.0 0.0 0.0
C 3.315101 -5.072258 1.377763 0.0 0.0 0.0
C -1.089750 -0.352506 -1.534787 -0.1 0.0 0.2
C 2.201433 -5.226990 2.193850 0.0 0.0 0.0
C -2.124296 1.105533 -4.814558 0.0 0.0 0.0
C -1.350070 0.534085 -3.823825 -0.2 0.1 0.0
C 1.195724 1.737001 4.044864 -0.1 0.1 0.0
C -2.592149 1.970136 0.772924 0.0 0.1 0.0
C 1.708002 -2.907387 1.916701 -0.1 0.1 -0.1
C 1.041433 3.114521 0.512244 0.0 -0.1 0.1
C 1.538512 2.678210 1.742729 -0.1 0.0 0.0
C -1.901827 0.225494 -2.578909 -0.1 0.0 -0.1
C -4.278719 1.973954 -5.593930 0.1 0.0 0.1
C -1.874470 -2.161929 2.558871 0.0 -0.1 -0.1
C -0.738700 3.256522 -1.227783 -0.1 0.0 -0.1
C 2.819939 -2.732090 1.113857 0.0 0.0 0.0
C 3.621035 -3.832904 0.839253 0.1 0.0 0.0
C 3.021199 2.733344 2.017031 0.0 0.1 0.0
C -0.660534 1.881226 2.342543 0.0 0.1 -0.1
C -2.336069 -3.042535 -0.073596 0.0 0.0 0.0
C -1.008357 -2.415062 0.204565 0.0 0.0 0.2
C -3.129237 -2.670658 2.175832 0.0 0.0 0.0
C -0.854029 -2.071488 1.665613 0.1 -0.1 -0.1
C 0.672343 2.113415 2.681371 0.0 0.1 0.0
C 1.918712 3.871342 -0.441954 0.0 0.1 0.0
C -0.864121 -1.187814 -0.632150 0.1 0.2 -0.1
C -1.593130 1.197882 3.310738 0.0 0.1 0.1
B 2.103183 -2.870704 -1.871490 0.0 -0.3 0.1
H 4.470284 -3.716862 0.180677 0.0 0.0 0.0
H 3.020382 -1.763827 0.678700 0.1 0.1 0.0
H -0.978447 4.321982 -1.268451 0.0 0.1 0.0
H 2.033812 2.367197 4.332879 0.0 0.0 0.0
H -0.196382 -3.082477 -0.122724 0.0 0.0 0.0
H 0.508279 -4.253343 3.080113 -0.1 0.0 0.1
H 2.268519 3.255307 -1.266532 0.0 0.0 0.0
H -3.928052 -2.728675 2.897720 -0.1 0.0 0.1
H -2.205843 1.917122 3.861211 0.0 0.0 0.1
H 1.955390 -6.197236 2.601994 0.0 0.0 0.0
H 3.341958 3.692212 2.432763 0.0 0.1 0.0
H -2.770229 0.899680 0.661516 0.0 -0.1 0.0
H -1.685289 1.344843 -5.771686 0.0 0.0 -0.1
H 3.576148 2.556272 1.102307 0.0 0.0 -0.1
H 1.377192 4.718596 -0.866099 0.0 0.0 0.0
H -3.232402 2.320840 1.584720 0.0 0.0 0.0
H 0.434019 1.849228 4.814753 0.0 0.0 0.0
H 3.315973 1.954610 2.714637 0.0 -0.1 0.0
H -0.319438 0.309710 -4.025236 0.3 0.0 0.0
H -2.492777 -3.383308 -1.086127 0.0 0.0 -0.1
H -5.088957 1.253537 -3.168708 0.0 0.0 0.0
H -2.276903 0.532506 2.791580 -0.1 -0.1 0.0
H -4.281112 -3.542890 0.576282 -0.1 0.0 0.0
H 3.937315 -5.926528 1.150259 0.0 0.0 0.0
H -2.928856 2.455933 -0.135361 0.0 0.0 -0.1
H 2.800203 4.265495 0.051871 0.1 0.0 0.1
H -1.612144 2.704908 -1.569779 0.0 0.0 0.1
H -1.712923 -1.843712 3.578843 0.0 0.0 0.1
H -1.054797 0.598441 4.041373 0.0 0.0 0.0
H -3.694165 0.223641 -1.404857 0.0 0.0 0.1
H 1.543290 0.703090 4.071453 0.0 -0.1 0.0
H 0.050454 3.080976 -1.960420 0.0 0.0 0.0
```
Positions in Å, forces in eV/Å.

⟨S²⟩: 3.92
Frontier orbital gap (spin up / spin down), eV: 7.88 / 6.02
Charge: -1
Highest occupied orbital energy (spin up / spin down), hartree: -0.2146 / -0.1983
2S+1: 4
Lowest unoccupied orbital energy (spin up / spin down), eV: 2.04 / 0.62


Density functional theory data (ωB97M-V with the def2-TZVPD basis set) for a structure of composition C33H32BrGaN4O4PS.

```
77
Properties=species:S:1:pos:R:3:forces:R:3
Br -1.445468 2.250771 -0.216832 0.0 0.0 0.0
Ga 0.370195 -0.447460 -1.244569 0.0 -0.1 0.0
S -0.106537 0.533153 -3.409924 0.0 0.0 0.0
P -1.186493 -2.248392 -1.014040 0.0 0.0 0.0
O 1.484195 -1.697926 -2.115672 0.0 0.0 0.1
O 0.610767 0.890194 2.539751 0.0 0.0 0.0
O 2.260035 -3.786438 -2.076784 0.0 0.0 0.0
O 0.968970 -0.824194 0.528107 0.0 0.0 0.0
N -2.231355 0.335086 -4.992157 0.0 0.0 0.0
N 1.469963 1.269228 -0.698010 0.0 0.0 0.0
N -2.789235 0.563214 -2.898641 0.0 0.0 0.0
N 2.601585 0.727956 -0.204281 0.0 0.0 0.0
C -3.021742 -1.595414 2.538093 0.0 0.0 0.0
C 4.420538 -0.171901 3.790639 0.0 0.0 0.0
C -0.012445 3.077107 -1.187646 0.0 0.0 0.0
C -1.772814 0.468311 -3.750798 0.0 0.0 0.0
C -2.838085 -3.684005 0.704961 0.0 0.0 0.0
C 0.207907 -3.420941 -0.943898 0.0 0.0 0.0
C 1.649054 6.979555 -3.489759 0.0 0.0 0.0
C 0.759883 4.887703 -2.683167 0.0 0.0 0.0
C -2.204791 -2.466739 0.447983 0.0 0.0 0.0
C -4.081818 0.590759 -3.586859 0.0 0.0 0.0
C -3.653525 -2.803980 2.787544 0.0 0.0 0.0
C 2.312169 -0.499518 0.663155 0.0 0.0 0.0
C -4.248571 -3.120262 -3.579692 0.0 0.0 0.0
C 1.301270 2.519569 -0.878934 0.0 0.0 0.0
C 2.733322 4.913258 -4.071600 0.0 0.0 0.0
C 2.716078 -0.180762 2.077739 0.0 0.0 0.0
C 2.298745 0.899603 4.196547 0.0 0.0 0.0
C -3.572977 -3.399437 -4.760924 0.0 0.0 0.0
C -2.297061 -1.425240 1.367450 0.0 0.0 0.0
C 0.691447 6.279358 -2.777955 0.0 0.0 0.0
C -3.562373 -3.847329 1.873118 0.0 0.0 0.0
C 3.571751 0.551977 4.618001 0.0 0.0 0.0
C -2.187356 -3.319695 -4.804329 0.0 0.0 0.0
C -0.254370 4.179705 -1.893830 0.0 0.0 0.0
C 3.983812 -0.534726 2.527013 0.0 0.0 0.0
C -1.473065 -2.973312 -3.666612 0.0 0.0 0.0
C 1.779938 4.208765 -3.352764 0.0 0.0 0.0
C 2.674363 6.297657 -4.133403 0.0 0.0 0.0
C -3.691824 0.268806 -5.044339 0.0 0.0 0.0
C -3.540349 -2.767174 -2.440198 0.0 0.0 0.0
C 1.430743 -2.970805 -1.775712 0.0 0.0 0.0
C 1.865737 0.533200 2.929819 0.0 0.0 0.0
C -2.148605 -2.702521 -2.475969 0.0 0.0 0.0
H -4.050809 -4.790890 2.075820 0.0 0.0 0.0
H -4.540913 1.574537 -3.492267 0.0 0.0 0.0
H -0.391710 -2.919733 -3.713388 0.0 0.0 0.0
H 5.407641 -0.454252 4.128852 0.0 0.0 0.0
H -5.327779 -3.196884 -3.539747 0.0 0.0 0.0
H 4.631832 -1.104890 1.870396 0.0 0.0 0.0
H -3.081862 -0.787802 3.255033 0.0 0.0 0.0
H -4.014188 -0.729925 -5.336205 0.0 0.0 0.0
H -4.216007 -2.939202 3.701750 0.0 0.0 0.0
H -1.656702 -3.547430 -5.719490 0.0 0.0 0.0
H 3.515372 4.378975 -4.594323 0.0 0.0 0.0
H -1.788266 -0.487461 1.180276 0.0 0.0 0.0
H 3.899619 0.839957 5.608248 0.0 0.0 0.0
H -4.070730 -2.564934 -1.517486 0.0 0.0 0.0
H -4.088435 0.995171 -5.750310 0.0 0.0 0.0
H -2.763270 -4.500964 -0.003115 0.0 0.0 0.0
H 2.113443 3.222481 -0.699714 0.0 0.0 0.0
H -0.084518 -4.421697 -1.259544 0.0 0.0 0.0
H 1.800451 3.125782 -3.347869 0.0 0.0 0.0
H -4.125801 -3.694601 -5.643532 0.0 0.0 0.0
H -1.622152 0.090388 -5.754081 0.0 0.0 0.0
H -0.109498 6.810828 -2.278371 0.0 0.0 0.0
H -1.252320 4.602481 -1.876854 0.0 0.0 0.0
H 2.950543 -1.293143 0.264141 0.0 0.0 0.0
H 0.406070 0.329091 1.765791 0.0 0.0 0.0
H -4.753493 -0.157289 -3.170472 0.0 0.0 0.0
H 3.418263 6.846055 -4.695552 0.0 0.0 0.0
H 0.521434 -3.465223 0.101096 0.0 0.0 0.0
H 1.595268 8.058292 -3.547511 0.0 0.0 0.0
H 3.197169 1.398352 0.270948 0.0 0.0 0.0
H 1.621520 1.447599 4.838166 0.0 0.0 0.0
H -2.645641 0.925261 -1.968098 0.0 0.0 0.0
```
Positions in Å, forces in eV/Å.

Frontier orbital gap, eV: 7.45
Charge: +1
Highest occupied orbital energy, hartree: -0.3825
Lowest unoccupied orbital energy, eV: -2.95


Density functional theory data (ωB97M-V with the def2-TZVPD basis set) for a structure of composition C33H32BrNSb2Tc.

```
70
Properties=species:S:1:pos:R:3:forces:R:3
Sb 1.752755 1.045529 -0.653882 0.2 0.0 -0.8
Sb -1.397023 1.089614 -0.037141 -0.6 0.5 -0.1
Tc 0.696991 -0.112277 1.447470 0.7 -1.2 -1.6
Br -0.410572 -0.005872 3.760229 -0.1 -0.1 0.3
N 2.115805 -0.501157 2.981550 -0.7 0.2 0.1
C -2.373930 1.571828 -1.891656 0.3 -0.5 0.5
C -0.120064 -2.273492 -0.635057 -0.1 0.3 -0.2
C -2.982450 0.100898 1.057350 0.7 0.9 -0.4
C -0.886353 3.133322 0.526123 -0.2 -0.2 0.2
C 5.525873 -1.380285 4.295713 0.3 0.0 -0.1
C 3.416441 -0.822125 3.047827 0.3 0.0 0.0
C 2.584601 -1.205645 -4.262028 0.0 -0.1 0.1
C -0.327404 -3.586974 -1.013816 0.0 -0.1 0.0
C -4.309890 2.612741 -2.824770 0.0 0.0 0.1
C 2.744427 -0.217969 -5.233168 0.0 0.0 0.0
C 2.275830 1.507007 -3.623066 0.0 0.1 -0.1
C 2.279623 -0.854065 -2.960458 0.0 -0.1 -0.1
C -3.604157 2.195000 -1.704219 0.0 0.0 0.0
C 1.487522 3.218024 -0.537902 0.1 -0.3 0.1
C 0.031778 3.699577 -0.556183 -0.1 -0.2 -0.1
C -4.640735 -1.638570 0.980708 0.4 0.0 -0.5
C -5.159085 -1.133180 2.184605 -0.3 -0.4 0.0
C 0.723298 -4.349663 1.018793 0.0 0.0 -0.1
C -3.527163 -1.049295 0.430504 -0.7 -0.5 0.2
C -2.562903 1.765506 -4.259329 0.0 0.0 0.1
C 0.097174 -4.629558 -0.191000 0.0 0.0 0.1
C 4.076774 -1.026268 4.260641 -0.3 0.1 0.1
C -1.838619 1.344033 -3.149943 0.1 -0.1 -0.1
C 0.946326 -3.036198 1.399574 0.1 0.1 0.3
C -4.600564 0.012458 2.805148 0.5 0.7 0.2
C 1.971045 -0.548096 5.374796 -0.2 0.0 0.1
C -3.793319 2.389010 -4.093820 0.0 0.0 -0.1
C 2.118852 0.504664 -2.661059 -0.2 0.2 1.2
C -3.480988 0.607606 2.266737 -0.5 -0.2 0.3
C 0.516328 -1.980135 0.581428 0.1 1.0 0.5
C 1.437200 -0.384515 4.128537 0.4 -0.2 0.2
C 2.583259 1.130009 -4.917938 0.0 0.1 0.0
C 3.325860 -0.873389 5.430267 0.0 0.0 -0.2
H 0.076464 4.782340 -0.399362 0.0 0.0 0.0
H -3.115321 -1.438975 -0.491826 0.1 0.0 0.0
H -5.096928 -2.492734 0.497149 -0.1 0.0 0.1
H 1.051659 -5.153484 1.664181 0.0 0.0 0.0
H -0.042090 -5.657878 -0.498303 -0.1 0.0 0.0
H -5.260741 3.111423 -2.691741 0.0 0.0 -0.1
H 6.131015 -0.572725 3.878078 0.0 0.0 0.0
H -4.356382 2.700615 -4.963699 0.0 0.0 0.0
H 5.861550 -1.561973 5.313320 0.0 0.0 0.0
H -0.425678 3.165057 1.515468 0.0 0.0 0.0
H -5.986887 -1.646178 2.663179 0.0 0.0 0.0
H 2.712627 -2.248435 -4.519800 0.0 0.0 0.0
H -3.070214 1.495935 2.730910 0.0 0.0 0.0
H 2.173219 2.557658 -3.383288 0.0 0.0 0.0
H 3.939977 -0.927914 2.105905 0.0 0.0 0.0
H 3.794850 -1.014459 6.396476 0.0 0.0 0.0
H -5.052538 0.430130 3.696996 -0.1 -0.1 0.0
H -4.014376 2.369163 -0.714696 0.0 0.0 0.0
H 5.736895 -2.270730 3.701415 -0.1 0.0 0.0
H -0.811434 -3.806454 -1.956961 0.0 0.0 0.0
H -0.881567 0.854089 -3.288199 0.0 0.0 0.0
H 2.710696 1.889457 -5.677754 0.0 0.0 0.0
H 1.982554 3.509385 0.390887 0.0 -0.1 0.0
H 2.182016 -1.615949 -2.196667 0.0 0.0 0.0
H -2.163720 1.599449 -5.250785 0.0 0.0 0.0
H -0.414669 3.563754 -1.544410 0.0 0.0 0.0
H -1.823939 3.689024 0.562273 0.0 0.0 0.0
H 1.370512 -0.442567 6.269050 0.0 0.0 0.0
H 2.053711 3.655125 -1.359875 0.0 -0.1 0.0
H 3.012270 -0.501814 -6.242856 0.0 0.0 0.0
H 1.465442 -2.857232 2.332412 0.0 0.0 0.0
H -0.431512 -1.481200 -1.309041 0.0 0.0 0.0
```
Positions in Å, forces in eV/Å.

⟨S²⟩: 3.84
Frontier orbital gap (spin up / spin down), eV: 5.95 / 4.28
Charge: +4
Highest occupied orbital energy (spin up / spin down), hartree: -0.7127 / -0.7125
2S+1: 4
Lowest unoccupied orbital energy (spin up / spin down), eV: -13.45 / -15.11


Relative energy (zero: lowest compared OMol25 entry of this formula, charge and spin): 48.4, 17.2, 0.0 (kcal per mole)